C6H8N2 in the gas phase in a non-equilibrium geometry. Source: the OMol25 dataset; level of theory: the ωB97M-V functional and the def2-TZVPD basis.

Geometry as XYZ:
```
16
Properties=species:S:1:pos:R:3:forces:R:3:lowdin_charge:R:1
C 2.818 -0.193 0.029 1.58 1.83 -1.32 -0.062
C 1.335 0.010 -0.044 0.04 -1.20 0.35 -0.359
C 0.749 1.246 -0.006 -0.08 0.36 0.30 -0.033
C -0.632 1.222 -0.044 -1.38 -0.87 0.64 -0.014
C -1.361 0.005 0.023 2.17 -0.42 -0.72 -0.311
C -2.837 -0.119 0.005 -1.76 1.86 0.91 -0.065
N -0.675 -1.179 0.011 -1.13 1.46 0.15 0.050
N 0.612 -1.139 -0.029 1.54 -0.05 -0.20 0.037
H 3.146 -0.941 -0.737 -0.22 0.75 0.62 0.083
H 3.427 0.859 -0.146 -1.56 -2.76 0.46 0.130
H 3.074 -0.598 1.001 0.20 0.03 0.20 0.063
H 1.405 2.127 0.156 -0.90 -0.42 -0.49 0.125
H -1.249 2.091 -0.015 -0.04 0.80 -0.07 0.097
H -3.308 0.855 -0.366 0.59 -1.33 0.24 0.095
H -3.293 -0.239 1.033 0.74 -0.01 -0.87 0.095
H -3.202 -0.955 -0.580 0.21 -0.04 -0.19 0.069
```
Positions in Å, forces in eV/Å.

Summary:
- HOMO energy: -8.861 eV
- Orbital gap: 0.3522 Ha
- SMILES: Cc1ccc(C)nn1
- LUMO energy: 0.722 eV
- Energy: -342.89040 hartree
- Maximum force: 3.20 eV Å⁻¹
- Energy above the lowest of the compared OMol25 structures with the same formula, charge and spin: 114.3 kJ/mol
- Spin multiplicity: 1


C29H45BaNO6S2Si3Te as an isolated structure. Source: the OMol25 dataset; level of theory: the ωB97M-V functional and the def2-TZVPD basis.

Geometry as XYZ:
```
88
Properties=species:S:1:pos:R:3:forces:R:3:lowdin_charge:R:1
Ba 0.232 0.049 0.362 -0.26 0.08 -0.42 1.752
O 1.285 -2.234 4.191 0.01 0.01 -0.01 -0.333
S 1.498 -1.295 3.110 -0.10 -0.14 0.41 0.404
O 1.498 -1.948 1.794 0.08 0.14 -0.20 -0.546
O 0.611 -0.138 3.135 0.18 -0.06 -0.22 -0.432
C 3.176 -0.665 3.371 0.13 0.07 -0.02 -0.193
C 3.787 -1.175 4.513 0.01 0.03 -0.05 -0.071
C 5.070 -0.799 4.882 0.00 -0.02 0.03 -0.095
C 5.766 0.104 4.104 0.01 0.02 -0.02 -0.094
C 5.170 0.626 2.965 0.02 -0.02 0.03 -0.071
C 3.885 0.262 2.580 -0.13 -0.04 0.08 -0.193
S 3.319 1.085 1.065 0.29 0.24 -0.05 0.403
O 2.093 1.806 1.410 -0.04 -0.22 0.05 -0.458
O 4.412 1.959 0.693 0.00 -0.06 0.04 -0.333
O 3.067 0.015 0.101 -0.19 -0.03 0.10 -0.445
H 3.223 -1.878 5.106 0.01 -0.01 0.01 0.097
H 5.517 -1.214 5.778 -0.01 -0.01 0.00 0.093
H 6.770 0.409 4.376 0.00 0.01 -0.01 0.093
H 5.690 1.340 2.342 0.01 -0.01 0.01 0.098
C 1.694 -0.313 -5.480 0.10 0.00 -0.03 -0.192
Si 1.107 -0.799 -3.733 -0.17 0.03 0.03 0.321
C 0.184 -2.431 -4.040 -0.05 -0.01 0.05 -0.201
C 2.668 -1.308 -2.813 0.06 0.07 0.06 -0.186
C 0.076 0.459 -2.904 0.01 0.05 -0.09 -0.519
Si -1.696 0.395 -3.348 0.05 -0.06 0.06 0.339
C -2.049 0.348 -5.224 -0.01 0.02 -0.01 -0.191
C -2.613 -1.121 -2.665 0.08 -0.03 -0.01 -0.189
C -2.664 1.920 -2.775 0.06 0.06 -0.02 -0.182
Si 0.764 2.128 -3.010 -0.04 0.05 0.09 0.397
C 2.623 2.277 -2.733 0.06 -0.11 -0.02 -0.161
C 0.436 3.095 -4.620 0.00 0.03 -0.01 -0.187
C 0.047 3.302 -1.658 -0.06 -0.04 0.00 -0.294
C -0.126 4.674 -1.849 0.01 0.03 -0.02 -0.078
C -0.616 5.470 -0.827 -0.01 -0.02 0.01 -0.085
C -0.926 4.884 0.390 0.03 -0.04 -0.09 -0.066
C -0.723 3.518 0.517 -0.04 0.08 0.10 -0.152
N -0.265 2.754 -0.469 0.09 -0.06 0.00 -0.042
H 2.255 -1.136 -5.937 0.00 0.02 -0.02 0.017
H 2.345 0.568 -5.469 -0.01 -0.04 0.02 0.009
H 0.841 -0.081 -6.123 -0.01 -0.01 0.01 0.012
H 0.893 -3.206 -4.350 0.00 0.01 -0.01 0.028
H -0.583 -2.340 -4.814 0.03 0.00 -0.01 0.014
H -0.318 -2.769 -3.130 0.03 0.01 -0.01 -0.037
H 3.199 -2.083 -3.375 0.02 0.01 -0.01 0.027
H 2.458 -1.702 -1.816 -0.04 -0.06 0.00 -0.008
H 3.347 -0.468 -2.649 0.01 -0.01 -0.05 0.017
H -1.589 -0.521 -5.701 -0.01 -0.01 0.01 0.001
H -1.651 1.240 -5.719 -0.02 -0.01 0.02 0.011
H -3.127 0.304 -5.415 0.01 0.01 0.00 0.018
H -2.565 -1.959 -3.365 -0.02 0.01 -0.02 0.014
H -3.665 -0.890 -2.476 0.00 0.00 -0.01 0.028
H -2.180 -1.456 -1.719 -0.03 0.03 -0.06 -0.009
H -2.289 2.832 -3.249 -0.05 -0.03 -0.01 0.012
H -2.590 2.064 -1.697 -0.03 -0.01 0.01 0.004
H -3.721 1.813 -3.035 0.00 -0.02 -0.01 0.028
H 3.198 1.801 -3.535 -0.05 0.04 0.01 0.022
H 2.929 1.805 -1.796 0.00 0.02 0.00 0.009
H 2.916 3.330 -2.685 -0.01 0.01 -0.01 0.032
H 0.784 2.516 -5.480 0.01 -0.01 0.03 0.014
H 0.962 4.056 -4.630 0.01 -0.01 -0.02 0.014
H -0.630 3.291 -4.765 0.02 0.00 -0.01 0.013
H 0.118 5.109 -2.811 0.00 0.02 0.02 0.086
H -0.756 6.536 -0.975 0.00 0.00 -0.01 0.094
H -1.311 5.462 1.220 0.00 -0.02 0.02 0.096
H -0.947 3.018 1.455 0.00 0.00 0.00 0.104
C -0.429 -4.451 1.409 -0.06 -0.08 0.04 -0.447
Te 0.429 -3.996 -0.480 0.09 0.16 0.13 1.164
C -0.971 -5.203 -1.549 -0.05 0.03 -0.04 -0.479
H -0.307 -5.509 1.630 -0.03 0.00 0.00 -0.007
H -1.483 -4.180 1.394 0.00 -0.01 0.01 0.001
H 0.093 -3.849 2.148 0.02 0.00 0.00 -0.030
H -1.985 -4.877 -1.324 0.01 0.00 0.01 -0.001
H -0.840 -6.251 -1.286 -0.02 0.01 0.01 -0.016
H -0.787 -5.068 -2.612 0.01 0.00 -0.02 -0.022
C -2.762 -0.049 0.592 0.08 -0.03 0.12 -0.236
C -3.007 0.309 1.941 -0.07 0.04 0.06 -0.391
C -2.945 -0.625 3.015 0.04 0.01 -0.04 -0.090
C -3.127 -0.254 4.330 -0.01 0.02 0.06 -0.136
C -3.398 1.068 4.690 0.02 -0.03 -0.12 -0.162
C -3.477 2.006 3.661 -0.02 0.02 0.09 -0.149
C -3.294 1.648 2.340 0.01 -0.04 -0.09 -0.106
H -3.074 0.663 -0.167 -0.04 -0.05 -0.05 0.001
H -2.900 -1.094 0.318 -0.02 0.02 0.06 0.006
H -2.715 -1.660 2.781 0.00 0.00 0.01 0.095
H -3.041 -1.010 5.104 0.01 -0.01 -0.01 0.087
H -3.523 1.356 5.727 0.00 0.00 0.01 0.066
H -3.690 3.045 3.901 0.00 0.00 -0.02 0.081
H -3.385 2.402 1.562 0.00 0.01 0.02 0.089
```
Positions in Å, forces in eV/Å.

Summary:
- HOMO energy: -0.829 eV
- Orbital gap: 0.1675 Ha
- LUMO energy: 3.729 eV
- Energy: -3596.87353 hartree
- Maximum force: 0.50 eV Å⁻¹
- Energy above the lowest of the compared OMol25 structures with the same formula, charge and spin: 8.0 kJ/mol
- Total charge: -2
- Spin multiplicity: 1


Question: Among the records above, which one has the highest energy above the lowest of the compared OMol25 structures with the same formula, charge and spin?
Answer: C6H8N2


Question: The highest LUMO energy belongs to which entry?
Answer: C29H45BaNO6S2Si3Te


Question: Look up the energy of the first one.
Answer: -342.89040 hartree


Question: What is the maximum force in the second record?
Answer: 0.50 eV Å⁻¹